{"formula": "C23H25BGaIN3O7", "method": "wB97M-V/def2-TZVPD", "elements": ["Ga", "O", "C", "O", "C", "C", "C", "C", "C", "C", "N", "O", "O", "H", "H", "H", "H", "I", "C", "C", "N", "N", "C", "H", "H", "H", "C", "O", "C", "C", "H", "H", "H", "H", "H", "H", "C", "C", "C", "C", "C", "C", "C", "C", "O", "B", "O", "C", "C", "H", "H", "H", "H", "H", "H", "H", "H", "H", "H", "H", "H"], "coordinates": [[1.748, 1.071, 1.321], [4.264, 0.156, 0.073], [3.430, 0.485, -0.830], [2.155, 0.760, -0.541], [3.808, 0.665, -2.275], [5.204, 0.571, -2.578], [5.691, 0.877, -3.850], [4.731, 1.299, -4.816], [3.372, 1.467, -4.525], [2.895, 1.053, -3.287], [5.252, 1.601, -6.126], [6.424, 1.399, -6.439], [4.373, 2.036, -6.924], [5.956, 0.338, -1.784], [6.763, 0.871, -4.090], [2.741, 1.901, -5.318], [1.830, 0.796, -3.158], [1.448, -2.248, 6.245], [2.279, -1.623, 4.469], [3.632, -1.301, 4.214], [3.679, -0.677, 3.025], [2.425, -0.452, 2.560], [1.589, -1.026, 3.412], [4.553, -1.499, 4.790], [4.375, -0.323, 2.345], [0.479, -0.997, 3.268], [0.317, 3.600, 0.086], [0.655, 3.673, 1.407], [1.728, 2.934, 1.839], [2.492, 3.558, 2.926], [1.100, 3.301, -0.638], [-0.026, 4.580, -0.287], [-0.489, 2.884, -0.028], [3.125, 4.451, 2.665], [3.117, 2.791, 3.394], [1.900, 3.899, 3.779], [-6.321, -3.147, 0.583], [-5.698, -1.839, 0.062], [-6.002, -1.563, -1.380], [-6.236, -0.720, 0.962], [-4.154, -1.825, 0.142], [-3.467, -2.991, 0.246], [-2.053, -3.057, 0.407], [-1.508, -1.756, 0.478], [-0.092, -1.453, 0.711], [-0.015, -0.074, 1.025], [-1.313, 0.445, 0.716], [-2.240, -0.530, 0.492], [-3.585, -0.531, 0.179], [-7.407, -3.098, 0.740], [-5.910, -3.561, 1.534], [-6.099, -3.929, -0.139], [-7.097, -1.657, -1.685], [-5.451, -2.251, -2.005], [-5.640, -0.564, -1.718], [-7.257, -0.908, 1.304], [-6.088, 0.334, 0.485], [-5.742, -0.626, 1.920], [-3.988, -3.974, 0.089], [-1.500, -3.986, 0.615], [-4.152, 0.389, -0.086]], "homo_lumo_gap_ha": [0.2307, 0.1141], "homo_energy_ev": [-4.87, -1.70], "lumo_ev": [1.409, 1.409], "charge": -1, "relative_energy_kcal_mol": 9.7}